# 1
C17H45FO6Zn | ωB97M-V/def2-TZVPD

XYZ file:
```
70
Properties=species:S:1:pos:R:3
Zn -1.366 -1.838 -1.659
F 0.587 -0.326 0.031
C 1.459 -5.268 1.703
C -0.065 -5.331 1.657
O -0.586 -4.799 0.421
H 1.934 -5.726 2.570
H 1.909 -4.282 1.581
H 1.865 -5.883 0.900
H -0.341 -4.665 2.474
H -0.351 -6.338 1.961
C 0.624 1.219 5.143
C -0.864 0.908 4.942
C -1.837 1.459 5.988
O -1.309 1.325 3.713
H 0.780 2.280 5.337
H 1.222 0.947 4.273
H 1.021 0.558 5.913
H -0.975 -0.175 5.010
H -2.887 1.461 5.696
H -1.604 2.501 6.209
H -1.736 0.825 6.869
H -0.647 1.040 3.079
C -5.520 -1.685 2.556
C -5.695 -1.207 1.153
C -6.613 0.048 1.146
O -4.419 -0.958 0.608
H -4.680 -2.362 2.715
H -6.423 -2.065 3.034
H -5.217 -0.830 3.160
H -6.152 -1.986 0.542
H -6.409 0.594 0.225
H -6.394 0.752 1.950
H -7.677 -0.185 1.182
H -4.011 -0.312 1.188
C 4.558 3.087 0.929
C 5.176 2.032 0.046
C 6.665 2.191 -0.088
O 4.882 0.785 0.562
H 3.469 3.056 0.901
H 4.869 4.097 0.661
H 4.747 3.017 2.000
H 4.719 2.011 -0.943
H 7.241 2.173 0.837
H 6.848 3.182 -0.502
H 7.116 1.442 -0.740
H 3.944 0.589 0.511
C 3.594 -2.309 -4.086
C 2.353 -1.614 -4.721
C 2.299 -1.716 -6.221
O 1.244 -2.332 -4.149
H 3.861 -3.267 -4.530
H 3.370 -2.385 -3.021
H 4.444 -1.629 -4.142
H 2.246 -0.585 -4.376
H 1.931 -2.681 -6.571
H 3.273 -1.629 -6.703
H 1.664 -0.951 -6.667
H 1.314 -3.252 -4.415
C -0.655 3.283 -3.297
C -1.926 2.737 -2.668
C -3.170 3.567 -3.027
O -2.170 1.491 -3.186
H -0.613 3.081 -4.367
H 0.266 2.871 -2.885
H -0.491 4.360 -3.248
H -1.917 2.673 -1.580
H -4.067 3.064 -2.667
H -3.246 3.602 -4.114
H -3.145 4.601 -2.684
H -2.310 1.664 -4.120
```

E: -3004.98020 Eh
Energy above the lowest of the compared OMol25 structures with the same formula, charge and spin: 1081.2 kJ/mol

Results of the natural (NBO) charge analysis, in e, for atoms 1 through 4: 0.903 -0.755 -0.635 -0.132

# 2
C36H54O27 | ωB97M-V/def2-TZVPD

XYZ file:
```
117
Properties=species:S:1:pos:R:3
C -0.124 -3.265 -5.077
C 0.075 -4.304 -3.969
C 0.822 -5.693 -4.292
O 1.387 -5.967 -3.085
C 1.625 -4.788 -2.391
O 2.467 -4.751 -1.433
O 0.947 -3.777 -2.916
H -0.440 -2.433 -4.686
H -0.886 -3.529 -5.791
H 0.783 -3.189 -5.664
H -1.024 -4.488 -3.618
H 1.571 -5.425 -4.931
H 0.141 -6.361 -4.998
C -2.178 5.512 0.311
C -1.249 4.303 0.286
C -0.121 4.308 -0.791
O 1.053 4.201 -0.141
C 0.753 4.155 1.239
O 1.617 4.030 2.130
O -0.535 4.207 1.464
H -2.803 5.628 -0.387
H -1.731 6.475 0.550
H -2.608 5.111 1.220
H -1.560 3.363 0.126
H -0.019 5.209 -1.185
H -0.145 3.451 -1.405
C 4.665 1.968 1.762
C 3.528 1.161 1.102
C 3.066 1.787 -0.276
O 3.287 0.748 -1.099
C 3.510 -0.428 -0.561
O 3.669 -1.499 -1.064
O 3.672 -0.222 0.751
H 4.476 3.059 1.688
H 5.674 1.675 0.983
H 4.951 1.787 2.851
H 2.791 1.120 1.548
H 3.568 2.602 -0.476
H 1.922 1.978 -0.377
C -3.490 2.105 2.614
C -3.553 2.089 4.152
C -2.876 3.352 4.807
O -3.907 4.072 5.345
C -5.085 3.553 5.137
O -6.150 3.859 5.602
O -4.893 2.296 4.616
H -2.407 1.984 2.189
H -3.907 2.907 1.981
H -3.763 1.084 2.375
H -3.175 1.142 4.627
H -2.336 3.902 4.153
H -2.266 2.942 5.633
C -1.274 -3.408 2.110
C -1.687 -2.097 2.833
C -2.726 -1.287 2.104
O -3.658 -0.988 3.206
C -3.292 -1.756 4.285
O -3.819 -1.679 5.352
O -2.097 -2.318 4.127
H -1.149 -3.276 1.118
H -2.141 -4.222 2.267
H -0.521 -3.682 2.873
H -0.597 -1.505 3.031
H -3.084 -1.768 1.250
H -2.200 -0.421 1.825
C -4.524 0.241 -0.604
C -4.137 0.904 -1.975
C -5.276 1.617 -2.646
O -4.576 2.628 -3.258
C -3.348 2.771 -2.694
O -2.615 3.633 -3.068
O -3.062 1.816 -1.932
H -5.019 1.028 0.132
H -3.671 -0.047 -0.087
H -5.209 -0.541 -0.757
H -3.717 0.079 -2.464
H -5.927 2.039 -1.875
H -5.871 1.223 -3.540
C 3.424 -2.355 -4.608
C 4.713 -3.154 -4.743
C 5.289 -3.648 -3.530
O 5.439 -5.001 -3.933
C 4.933 -5.366 -5.001
O 4.717 -6.449 -5.545
O 4.325 -4.294 -5.496
H 3.578 -1.355 -4.143
H 2.598 -3.087 -4.096
H 3.113 -2.075 -5.605
H 5.434 -2.366 -5.477
H 4.499 -3.399 -2.644
H 6.190 -3.352 -3.283
C 1.065 1.507 4.877
C 1.944 0.333 5.417
C 1.750 -0.727 4.320
O 3.092 -1.135 4.080
C 4.019 -0.380 4.719
O 5.240 -0.354 4.467
O 3.317 0.574 5.448
H -0.060 1.460 5.192
H 1.130 1.753 3.744
H 1.561 2.445 5.431
H 1.443 -0.018 6.217
H 1.215 -0.379 3.464
H 0.937 -1.574 4.655
C 0.566 0.820 -3.528
C -0.230 0.201 -2.297
C -0.018 -1.206 -1.793
O -0.141 -1.044 -0.360
C -0.088 0.286 -0.005
O -0.001 0.662 1.107
O -0.045 1.008 -1.092
H 1.607 0.621 -3.364
H 0.170 1.808 -3.646
H 0.442 0.321 -4.265
H -1.135 0.420 -2.565
H 0.931 -1.605 -1.950
H -0.554 -1.891 -2.412
```

E: -3435.21747 Eh
Energy above the lowest of the compared OMol25 structures with the same formula, charge and spin: 1565.1 kJ/mol
SMILES: C[C@H]1COC(=O)O1.C[C@H]1COC(=O)O1.C[C@H]1COC(=O)O1.C[C@H]1COC(=O)O1.C[C@H]1COC(=O)O1.C[C@H]1COC(=O)O1.C[C@H]1COC(=O)O1.C[C@H]1COC(=O)O1.C[C@H]1COC(=O)O1

Results of the Mulliken charge analysis, in e, for atoms 1 through 4: -1.309 0.295 -0.557 -0.332

# 3
C5H40NO14 | ωB97M-V/def2-TZVPD

XYZ file:
```
60
Properties=species:S:1:pos:R:3
C 0.765 -0.911 -0.686
C 0.225 0.380 -0.180
C -0.846 1.002 -1.048
C -1.756 2.108 -0.582
C -2.412 3.004 -1.296
N -2.070 2.132 0.880
H 0.104 -1.277 -1.464
H 1.808 -0.837 -1.011
H 0.914 -1.553 0.198
H -0.212 0.093 0.797
H 0.899 1.134 0.253
H -1.603 0.130 -1.283
H -0.528 1.154 -2.092
H -3.150 3.563 -0.752
H -2.430 3.183 -2.293
H -2.141 1.110 1.095
H -1.110 2.446 1.455
H -2.759 2.836 1.123
H 1.112 2.639 2.186
H 0.409 1.528 3.036
O 0.241 2.290 2.418
H 2.488 2.205 0.478
H 3.347 3.229 -0.334
O 2.460 2.993 -0.103
H 2.789 -0.408 0.916
H 4.150 0.278 1.429
O 3.237 0.411 1.223
H 2.155 -2.376 -2.897
H 3.775 -2.475 -2.870
O 2.948 -2.570 -2.392
H -4.863 -0.527 1.106
H -3.841 0.513 1.137
O -4.783 0.425 0.987
H -1.959 -3.338 0.774
H -2.403 -2.708 -0.646
O -2.513 -2.736 0.294
H 1.507 -0.033 2.718
H 1.031 0.259 4.216
O 0.778 -0.011 3.339
H 4.059 -2.098 0.666
H 3.067 -1.858 -0.575
O 3.164 -2.083 0.354
H -2.305 -1.255 0.890
H -2.175 -1.016 2.293
O -2.488 -0.510 1.528
H 1.035 1.190 -3.747
H 0.014 1.979 -4.499
O 0.124 1.082 -4.143
H -0.199 -4.854 1.224
H 0.507 -4.569 -0.113
O -0.278 -4.304 0.413
H -0.641 -0.960 -2.838
H -1.991 -1.552 -3.676
O -1.464 -1.407 -2.910
H -1.748 0.007 3.984
H -0.615 -1.043 4.102
O -1.443 -0.778 4.520
H 3.001 1.716 -3.179
H 2.215 1.792 -1.816
O 2.400 1.233 -2.603
```

E: -1322.30954 Eh
Charge: +1
Energy above the lowest of the compared OMol25 structures with the same formula, charge and spin: 502.9 kJ/mol

Results of the natural (NBO) charge analysis, in e, for atoms 1 through 4: -0.623 -0.428 -0.521 0.191

# 4
C3H12N | ωB97M-V/def2-TZVPD

XYZ file:
```
16
Properties=species:S:1:pos:R:3
N 1.331 2.393 1.815
H 1.028 2.138 2.852
H 0.659 2.920 1.181
H 2.152 3.036 1.842
H 1.429 1.519 1.256
C -1.364 -0.632 -1.744
C -0.721 -0.830 -0.365
C 0.226 -1.949 -0.200
H -0.769 0.003 -2.424
H -2.291 -0.034 -1.715
H -1.649 -1.588 -2.174
H -1.548 -0.591 0.365
H -0.082 0.221 -0.143
H 0.805 -1.867 0.765
H -0.290 -2.950 -0.479
H 1.085 -1.786 -0.834
```

E: -175.42195 Eh
<S²>: 0.753
Charge: +2
Spin multiplicity: 2
Energy above the lowest of the compared OMol25 structures with the same formula, charge and spin: 85.5 kJ/mol

Results of the natural (NBO) charge analysis, in e, for atoms 1 through 4: -0.908 0.505 0.471 0.489

# 5
C12H12 | ωB97M-V/def2-TZVPD

XYZ file:
```
24
Properties=species:S:1:pos:R:3
C 1.485 -2.188 -1.898
C 0.320 -2.761 -1.387
C 1.777 -0.907 -1.610
C -0.498 -2.046 -0.519
C 0.872 -0.128 -0.842
C -0.171 -0.742 -0.209
C -2.784 0.354 1.186
C -2.152 -0.027 2.302
C 1.052 1.376 -0.731
C 0.920 1.898 0.805
C -0.622 1.951 1.289
C -1.359 0.635 1.284
H 2.068 -2.842 -2.527
H 0.081 -3.685 -1.720
H 2.532 -0.490 -2.175
H -1.409 -2.488 -0.046
H -3.537 0.084 0.459
H -2.178 -0.543 3.273
H 2.084 1.481 -0.874
H 0.478 2.043 -1.304
H 1.374 1.176 1.417
H 1.251 2.941 0.842
H -0.614 2.228 2.351
H -0.969 2.678 0.636
```

E: -464.22995 Eh
Energy above the lowest of the compared OMol25 structures with the same formula, charge and spin: 635.7 kJ/mol

Results of the natural (NBO) charge analysis, in e, for atoms 1 through 4: -0.215 -0.217 -0.225 -0.266

# 6
C7H13N | ωB97M-V/def2-TZVPD

XYZ file:
```
21
Properties=species:S:1:pos:R:3
C 1.650 2.044 -2.313
C 0.696 1.211 -1.920
C 0.852 -0.042 -1.129
C 0.612 0.101 0.366
C 0.683 1.214 1.082
C 0.008 -1.135 0.973
C -1.540 -0.859 1.054
N -2.314 -1.949 1.634
H 2.721 1.869 -2.287
H 1.418 3.007 -2.754
H -0.350 1.511 -1.994
H 1.875 -0.433 -1.207
H 0.055 -0.698 -1.511
H 0.367 1.255 2.113
H 1.128 2.125 0.706
H 0.114 -2.084 0.433
H 0.390 -1.350 1.963
H -1.673 0.037 1.646
H -1.875 -0.772 0.012
H -1.775 -2.693 2.057
H -3.044 -2.360 1.077
```

E: -329.20686 Eh
Energy above the lowest of the compared OMol25 structures with the same formula, charge and spin: 169.6 kJ/mol
SMILES: C=CCC(=C)CCN

Results of the natural (NBO) charge analysis, in e, for atoms 1 through 4: -0.400 -0.159 -0.486 0.042